Entry A
ORCA calculation (wB97M-V/def2-TZVPD) on 2 unconnected molecules or ions with the total composition C3H10N3.

Cartesian coordinates (Å):
C: 2.971 -0.387 -0.118
C: -1.449 1.015 -0.227
C: -1.350 -1.413 0.202
N: 4.213 -0.227 0.198
N: -0.724 -0.246 -0.442
N: 1.838 -0.463 -0.312
H: -2.457 0.939 -0.636
H: -1.518 1.236 0.834
H: -0.930 1.830 -0.727
H: -1.444 -1.241 1.271
H: -2.339 -1.597 -0.215
H: -0.730 -2.294 0.040
H: 4.465 0.493 0.856
H: 4.913 -0.898 -0.072
H: -0.702 -0.421 -1.452
H: 0.327 -0.211 -0.192

Computed properties:
Total charge: +1
Frontier orbital gap: 11.67 eV
E_HOMO: -14.434 eV

***

Entry B
ORCA calculation (wB97M-V/def2-TZVPD) on 2 unconnected molecules or ions with the total composition C3H10N3.

Cartesian coordinates (Å):
C: 2.344 0.959 1.033
C: 1.020 0.256 0.834
C: -2.573 0.333 -0.747
N: 1.975 -0.151 0.091
N: 2.513 -1.113 -0.647
N: -2.312 -0.711 0.295
H: 2.285 2.022 0.657
H: 3.063 0.739 1.727
H: -0.004 0.263 0.799
H: -2.526 -0.188 -1.753
H: -3.422 0.964 -0.614
H: -1.634 0.855 -0.825
H: 1.759 -1.728 -0.874
H: 3.102 -0.804 -1.433
H: -3.051 -1.386 0.170
H: -2.539 -0.310 1.287

Computed properties:
Total charge: +1
Frontier orbital gap: 8.35 eV
E_HOMO: -13.248 eV

***

Which structure is the most stable? The one labeled entry A.

***

Entry A
ORCA calculation (wB97M-V/def2-TZVPD) on C7H8N2OS in the gas phase.

Cartesian coordinates (Å):
C: 1.407 -1.077 1.002
C: 0.730 -0.216 -0.095
C: -0.592 0.151 0.349
N: -1.635 -0.372 -0.165
C: -2.792 0.011 0.412
C: -2.629 0.814 1.495
S: -0.980 1.205 1.711
C: 1.409 1.043 -0.788
C: 1.227 0.267 -2.128
O: 1.642 0.279 -3.246
N: 0.733 -0.754 -1.485
H: 1.598 -1.980 0.571
H: 0.864 -1.193 1.993
H: 2.328 -0.542 1.225
H: -3.703 -0.413 0.012
H: -3.170 1.344 2.292
H: 2.461 1.042 -0.736
H: 0.927 1.993 -0.673
H: 0.176 -1.600 -1.747

Computed properties:
SMILES: C[C@@]1(c2nccs2)CC(=O)N1
Frontier orbital gap: 9.88 eV
E_HOMO: -9.360 eV

***

Entry B
ORCA calculation (wB97M-V/def2-TZVPD) on 2 unconnected molecules or ions with the total composition C7H8N2OS.

Cartesian coordinates (Å):
C: 0.603 1.370 0.940
C: -0.699 1.037 0.658
C: 1.502 0.460 1.476
C: -1.193 -0.102 1.267
C: -0.552 0.781 -3.324
C: 1.027 -0.750 1.965
C: -0.327 -0.963 1.991
N: 0.047 -0.295 -3.361
N: -0.161 -1.194 -2.429
O: -0.189 -2.794 -0.515
S: 0.541 -1.680 -1.115
H: 1.001 2.342 0.569
H: -1.390 1.772 0.371
H: 2.554 0.711 1.656
H: -2.177 -0.236 1.318
H: -1.034 1.166 -2.403
H: -0.541 1.545 -4.147
H: 1.722 -1.403 2.631
H: -0.735 -1.767 2.451

Computed properties:
Frontier orbital gap: 8.95 eV
E_HOMO: -9.317 eV

***

Which structure is the most stable? The one labeled entry A.

***

Entry A
ORCA calculation (wB97M-V/def2-TZVPD) on 12 unconnected molecules or ions with the total composition H24O12.

Cartesian coordinates (Å):
O: -0.296 0.028 -0.464
H: -0.137 -0.844 -0.127
H: -0.163 0.570 0.305
O: -2.860 -1.745 -0.099
H: -2.713 -1.419 -0.953
H: -2.020 -2.221 -0.005
O: 2.890 -0.394 -1.253
H: 3.651 -0.361 -1.831
H: 2.157 -0.362 -1.904
O: -0.326 2.196 3.646
H: -1.109 2.474 4.120
H: -0.658 2.018 2.758
O: 0.724 -0.112 -2.981
H: 0.777 0.810 -2.735
H: 0.154 -0.438 -2.268
O: 0.217 2.615 0.956
H: 0.481 3.117 1.732
H: -0.381 3.227 0.425
O: -0.239 -2.656 0.520
H: -0.732 -2.832 1.347
H: 0.431 -3.252 0.416
O: -2.067 0.335 1.914
H: -2.144 -0.304 1.213
H: -2.759 0.953 1.778
O: -2.814 1.392 -0.901
H: -1.976 0.910 -0.715
H: -3.294 1.054 -1.640
O: 2.870 2.184 0.097
H: 1.921 2.100 0.262
H: 3.122 1.463 -0.493
O: -0.008 -3.136 -2.469
H: 0.951 -3.115 -2.345
H: -0.310 -3.427 -1.628
O: 1.949 -0.358 1.416
H: 1.816 -0.435 0.471
H: 2.906 -0.049 1.429

Computed properties:
SMILES: O.O.O.O.O.O.O.O.O.O.O.O
Frontier orbital gap: 10.26 eV
E_HOMO: -10.425 eV

***

Entry B
ORCA calculation (wB97M-V/def2-TZVPD) on 12 unconnected molecules or ions with the total composition H24O12.

Cartesian coordinates (Å):
O: -12.917 -3.836 -3.661
H: -13.091 -3.982 -4.580
H: -12.706 -2.838 -3.653
O: -12.713 -2.413 3.867
H: -12.190 -2.677 3.067
H: -12.114 -1.779 4.279
O: -12.603 -4.761 0.488
H: -13.190 -4.404 -0.275
H: -13.221 -5.045 1.195
O: -14.390 -3.929 -1.323
H: -14.819 -3.154 -0.947
H: -14.089 -3.764 -2.258
O: -11.538 -6.327 -1.716
H: -11.936 -6.405 -2.598
H: -12.225 -6.258 -1.060
O: -8.635 -3.297 0.877
H: -8.918 -3.281 -0.105
H: -7.717 -3.684 0.883
O: -11.408 -2.620 1.521
H: -10.464 -2.764 1.467
H: -11.873 -3.432 1.147
O: -10.446 -3.590 -1.530
H: -11.164 -4.216 -1.259
H: -10.166 -3.975 -2.406
O: -13.005 -1.194 -3.090
H: -13.930 -1.116 -2.877
H: -12.548 -1.305 -2.197
O: -15.943 -2.158 0.391
H: -16.885 -1.959 0.319
H: -15.535 -1.504 1.038
O: -14.607 -1.001 2.366
H: -14.656 -0.029 2.568
H: -14.268 -1.458 3.201
O: -12.607 -0.762 -0.394
H: -13.404 -0.920 0.134
H: -11.964 -1.243 0.153

Computed properties:
SMILES: O.O.O.O.O.O.O.O.O.O.O.O
Frontier orbital gap: 11.40 eV
E_HOMO: -11.061 eV

***

Entry C
ORCA calculation (wB97M-V/def2-TZVPD) on 12 unconnected molecules or ions with the total composition H24O12.

Cartesian coordinates (Å):
O: -0.923 0.096 0.423
H: -0.282 -0.084 1.120
H: -0.460 0.697 -0.171
O: -3.901 -3.749 0.816
H: -3.444 -3.083 1.341
H: -3.205 -4.144 0.279
O: -1.608 1.796 -1.168
H: -2.012 1.933 -2.033
H: -2.358 1.650 -0.580
O: 2.322 -1.644 -3.295
H: 2.830 -1.199 -3.983
H: 2.039 -0.929 -2.713
O: 3.137 1.185 -2.514
H: 3.686 1.971 -2.611
H: 3.590 0.517 -3.041
O: 3.385 -2.786 3.778
H: 2.675 -3.436 3.716
H: 2.951 -1.947 3.585
O: -0.533 4.827 1.821
H: 0.183 4.186 1.740
H: -1.054 4.698 1.020
O: -1.207 2.290 1.396
H: -1.696 1.478 1.570
H: -0.433 2.225 1.967
O: -4.706 -0.239 -0.635
H: -5.471 -0.374 -0.064
H: -4.139 0.355 -0.132
O: -1.679 -1.197 -1.005
H: -2.627 -1.056 -1.114
H: -1.415 -1.647 -1.816
O: 4.053 0.568 0.828
H: 3.308 0.958 0.357
H: 3.796 0.617 1.756
O: 1.497 -1.709 0.036
H: 2.460 -1.674 0.033
H: 1.240 -1.152 -0.707

Computed properties:
SMILES: O.O.O.O.O.O.O.O.O.O.O.O
Frontier orbital gap: 9.18 eV
E_HOMO: -9.452 eV

***

Entry D
ORCA calculation (wB97M-V/def2-TZVPD) on 12 unconnected molecules or ions with the total composition H24O12.

Cartesian coordinates (Å):
O: 0.951 -0.335 0.797
H: 0.727 0.529 0.358
H: 0.233 -0.880 0.937
O: 4.121 -0.733 0.946
H: 3.268 -1.285 0.774
H: 3.960 -0.120 1.698
O: -3.343 0.341 -0.807
H: -3.360 -0.079 0.042
H: -4.103 -0.019 -1.126
O: 1.847 2.540 -1.379
H: 1.493 2.517 -2.247
H: 1.179 2.038 -0.886
O: -1.941 1.921 2.463
H: -2.326 1.045 2.351
H: -2.522 2.330 3.142
O: 2.847 -2.411 -1.259
H: 3.786 -2.640 -1.079
H: 2.475 -3.249 -1.390
O: -1.047 -0.387 -3.595
H: -0.789 -0.553 -4.588
H: -2.017 -0.297 -3.747
O: -3.700 -1.202 3.487
H: -4.165 -0.370 3.428
H: -2.890 -0.885 4.011
O: -0.304 3.574 -1.655
H: -0.244 3.121 -0.845
H: 0.562 4.004 -1.629
O: 3.117 3.139 1.390
H: 3.288 2.302 0.945
H: 2.206 2.931 1.795
O: -3.639 -1.671 -1.926
H: -4.209 -2.354 -1.475
H: -2.854 -1.716 -1.384
O: 2.123 -3.831 0.656
H: 2.304 -3.004 1.166
H: 2.964 -4.312 0.631

Computed properties:
SMILES: O.O.O.O.O.O.O.O.O.O.O.O
Frontier orbital gap: 10.17 eV
E_HOMO: -10.555 eV

***

Which structure is the most stable? The one labeled entry B.

***

Entry A
ORCA calculation (wB97M-V/def2-TZVPD) on 2 unconnected molecules or ions with the total composition CH3ClNO2S.

Cartesian coordinates (Å):
C: 0.651 -1.391 -0.008
N: 0.298 -0.342 -0.586
O: -0.445 0.532 1.590
O: 0.877 2.581 -0.377
S: -0.773 0.776 0.219
Cl: -2.648 -0.688 0.076
H: 1.238 -2.045 -0.598
H: 0.106 -1.600 0.956
H: 0.696 2.177 -1.273

Computed properties:
Total charge: -1
Frontier orbital gap (alpha / beta): 7.67 / 7.68 eV
E_HOMO (alpha / beta): -4.237 / -4.246 eV

***

Entry B
ORCA calculation (wB97M-V/def2-TZVPD) on a gas-phase ion, CH3ClNO2S (charge -1).

Cartesian coordinates (Å):
C: 1.081 -0.179 -0.105
N: -0.059 -0.751 -0.662
O: -2.295 -1.515 -0.501
O: 1.121 1.236 -0.234
S: -1.293 -0.807 0.285
Cl: -1.947 1.411 0.757
H: 1.178 -0.297 1.038
H: 2.006 -0.698 -0.384
H: 0.207 1.599 -0.194

Computed properties:
Total charge: -1
Frontier orbital gap: 8.53 eV
E_HOMO: -4.550 eV

***

Which structure is the most stable? The one labeled entry B.